1.
This record from the OMol25 dataset describes a molecular structure, C21H24N5NiOS2Se at a distorted geometry. The level of theory is ωB97M-V with the def2-TZVPD basis set.

Values from the calculation:
Orbital gap (spin up / spin down) ... 6.35 / 6.36 eV
LUMO level (spin up / spin down) ... -3.642 / -3.640 eV
HOMO energy (spin up / spin down) ... -10.00 / -10.00 eV
Strongest force on any atom ... 1.40 eV/A
Total charge ... +1

Cartesian coordinates (Å):
1 Ni 1.22654 0.84705 0.32660
2 C -0.28668 -0.69312 4.02282
3 C -0.01732 -0.02726 2.71341
4 N 1.11207 0.37175 2.26608
5 N 2.27530 0.23317 2.95770
6 C 3.41759 0.60400 2.31786
7 N 4.55709 0.41245 2.98574
8 S 3.38490 1.28944 0.78828
9 C -1.12260 0.17816 1.74577
10 C -2.44372 -0.09556 2.03977
11 C -3.39489 0.05890 1.03742
12 C -2.99188 0.47588 -0.21508
13 C -1.64793 0.75650 -0.42722
14 N -0.74010 0.61664 0.53282
15 H 0.60299 -0.86901 4.62125
16 H -0.76702 -1.65638 3.84759
17 H -0.96578 -0.08625 4.62368
18 H 2.29431 -0.26224 3.83602
19 H 4.59039 0.08064 3.93456
20 H 5.41912 0.69801 2.55247
21 H -2.73603 -0.41353 3.03013
22 H -4.43637 -0.14978 1.24232
23 H -3.69748 0.59400 -1.02456
24 H -1.27405 1.12546 -1.37417
25 Se 1.40608 1.83259 -1.73969
26 C 1.54609 3.62795 -1.07775
27 C 0.68708 4.13635 -0.10997
28 C 0.87577 5.43279 0.34025
29 N 1.83545 6.24270 -0.10434
30 C 2.63953 5.75330 -1.04475
31 C 2.54064 4.46756 -1.55915
32 H -0.12363 3.53729 0.28555
33 H 0.21760 5.84569 1.09740
34 H 3.41547 6.42037 -1.40357
35 H 3.23512 4.12764 -2.31560
36 C -3.60150 -2.43721 -4.10908
37 C -2.53678 -2.47724 -3.04879
38 C -2.77776 -3.07676 -1.81705
39 C -1.78545 -3.13587 -0.84664
40 C -0.53733 -2.60148 -1.12106
41 C -0.27551 -1.98304 -2.33894
42 C -1.27606 -1.92547 -3.29131
43 S 0.72619 -2.66894 0.12029
44 C 1.75817 -3.92620 -0.60972
45 O 1.52918 -1.40016 -0.01782
46 H -4.59789 -2.51483 -3.67611
47 H -3.47760 -3.27306 -4.80026
48 H -3.54490 -1.52037 -4.69490
49 H -3.75330 -3.50077 -1.61201
50 H -1.98223 -3.60131 0.11227
51 H 0.69289 -1.53245 -2.52315
52 H -1.07811 -1.44706 -4.24312
53 H 2.02602 -3.61047 -1.61668
54 H 1.21135 -4.86826 -0.62787
55 H 2.64692 -4.01220 0.01229

Forces on atoms 1 to 2 (eV/Å):
0.3211 0.3488 1.3145
0.0094 0.0875 0.0397

***

2.
This record from the OMol25 dataset describes a gas-phase ion, C5H3NO6 (charge -2) at a distorted geometry. The level of theory is ωB97M-V with the def2-TZVPD basis set.

Values from the calculation:
Orbital gap ... 7.90 eV
LUMO level ... 6.625 eV
HOMO energy ... -1.27 eV
Strongest force on any atom ... 4.78 eV/A
SMILES ... N#C[C@](O)(C(=O)[O-])[C@H](O)C(=O)[O-]
Total charge ... -2

Cartesian coordinates (Å):
1 N -1.13327 -2.67443 -0.32450
2 C -0.73622 -1.62183 0.01190
3 C -0.45633 -0.31765 0.42433
4 O -0.17104 -0.15564 1.79574
5 C -1.88563 0.57479 0.04123
6 O -2.19842 0.67053 -1.13045
7 O -2.56855 0.84310 1.02086
8 C 0.65347 0.40649 -0.40594
9 O 0.53525 0.20590 -1.79079
10 C 2.05221 0.18769 0.11013
11 O 2.89857 -0.21828 -0.67276
12 O 2.34417 0.54178 1.28453
13 H 0.72393 -0.04578 1.92565
14 H 0.29624 1.41558 -0.15522
15 H -0.35439 0.18776 -2.13469

Forces on atoms 1 to 2 (eV/Å):
1.0296 2.0116 0.6446
-1.5255 -4.4131 -1.0030

***

3.
This record from the OMol25 dataset describes 11 unconnected molecules or ions with the total composition C38H77BN3O22S3 at a distorted geometry. The level of theory is ωB97M-V with the def2-TZVPD basis set.

Values from the calculation:
Orbital gap ... 7.01 eV
LUMO level ... 1.328 eV
HOMO energy ... -5.68 eV
Strongest force on any atom ... 3.73 eV/A
Total charge ... -1

Cartesian coordinates (Å):
1 C -0.94645 -2.61869 -1.64549
2 C 0.08018 -2.57864 -0.50863
3 C -0.17183 -1.38407 0.42079
4 C -0.00330 -0.05541 -0.30009
5 N -0.66951 1.13647 0.37926
6 C -2.16186 1.05850 0.25708
7 C -2.49555 1.65071 -1.14407
8 C -1.22556 2.18840 -1.75220
9 C -0.33794 2.31975 -0.52899
10 C -0.11044 1.28829 1.74122
11 H -0.81154 -3.50701 -2.27529
12 H -1.00836 -1.82676 -2.38963
13 H -1.92452 -2.85572 -1.21973
14 H 1.11735 -2.62370 -0.85467
15 H -0.00567 -3.50316 0.06714
16 H 0.64826 -1.38994 1.14362
17 H -1.17214 -1.41744 0.85141
18 H -0.39859 -0.05613 -1.31266
19 H 1.01759 0.32376 -0.32791
20 H -2.61723 1.79017 0.92807
21 H -2.59778 0.09535 0.50404
22 H -3.33267 2.34174 -1.12162
23 H -2.77743 0.73685 -1.67512
24 H -1.34885 3.13936 -2.27141
25 H -0.82061 1.59987 -2.57802
26 H -0.74808 3.22147 -0.07932
27 H 0.70436 2.32604 -0.83234
28 H -0.15197 2.30337 2.12466
29 H 0.93864 1.00543 1.76684
30 H -0.67161 0.66072 2.42984
31 O -4.94382 -0.71582 0.68709
32 C -5.26000 0.56486 1.14489
33 O -4.75351 1.00848 2.19688
34 O -6.00113 1.23298 0.37601
35 H -5.57335 -0.69121 -0.05950
36 O -0.33184 5.67552 -3.45847
37 C -0.98427 5.03744 -4.23943
38 O -0.70232 3.86842 -4.74640
39 B -1.82759 3.33204 -5.55333
40 O -2.70971 4.48236 -5.73091
41 C -2.36399 5.43427 -4.86511
42 O -2.95759 6.45087 -4.66866
43 O -2.46414 2.19626 -4.88144
44 C -2.54719 1.11854 -5.66047
45 O -2.94520 0.04912 -5.31175
46 C -1.94250 1.57364 -7.02146
47 O -1.43207 2.74682 -6.84592
48 O -1.91326 0.96186 -8.06627
49 C 4.41638 2.05636 -0.43463
50 S 3.82257 1.72046 -2.10264
51 O 2.40353 1.23059 -2.04200
52 C 3.67756 3.47515 -2.63741
53 H 4.21710 1.06025 -0.02528
54 H 3.91971 2.81290 0.16904
55 H 5.48943 2.22441 -0.52081
56 H 3.19425 4.20963 -1.99580
57 H 3.16333 3.35504 -3.59209
58 H 4.64159 3.91993 -2.89960
59 C 1.18489 5.71585 2.68502
60 S 1.87786 5.12969 1.11006
61 O 1.61592 3.64870 1.13178
62 C 0.64103 5.90781 0.01218
63 H 1.68100 5.44020 3.61398
64 H 0.19192 5.26299 2.70561
65 H 1.14792 6.80627 2.68653
66 H 0.66365 5.72712 -1.06440
67 H 0.83349 6.98488 0.05056
68 H -0.36610 5.71625 0.38338
69 C 5.62761 -3.95694 0.85997
70 S 4.80474 -2.45118 1.46307
71 O 4.63657 -1.40033 0.39721
72 C 3.14361 -3.08269 1.85412
73 H 5.32366 -4.76625 1.52323
74 H 6.71621 -3.91959 0.86316
75 H 5.38028 -4.15065 -0.18582
76 H 2.49832 -2.43529 2.44988
77 H 3.17408 -3.93824 2.53731
78 H 2.59541 -3.37879 0.95912
79 C 5.32151 -2.18720 -5.41328
80 O 5.65004 -1.01684 -5.48487
81 N 4.40382 -2.64133 -4.53806
82 C 3.95720 -4.03476 -4.51752
83 C 3.69092 -1.76060 -3.58332
84 H 5.85872 -2.96356 -5.97536
85 H 3.96930 -4.51814 -5.49030
86 H 2.93641 -4.03385 -4.13197
87 H 4.46842 -4.59457 -3.72787
88 H 3.13385 -2.24173 -2.78709
89 H 4.45418 -1.08036 -3.20811
90 H 3.00072 -1.13159 -4.14799
91 C -2.78019 -2.83862 1.43355
92 O -2.07826 -3.10358 0.45890
93 N -3.13725 -3.67749 2.40195
94 C -4.04806 -3.42357 3.51138
95 C -2.75731 -5.09373 2.31218
96 H -3.06770 -1.77464 1.46626
97 H -4.89270 -4.11003 3.47443
98 H -4.44157 -2.40955 3.42683
99 H -3.52665 -3.50346 4.46529
100 H -2.00226 -5.34326 3.05487
101 H -3.65610 -5.69616 2.45947
102 H -2.47237 -5.32420 1.28770
103 O -0.04576 0.78976 4.78529
104 C -0.42139 0.52708 5.89689
105 O -1.53335 -0.19572 6.09673
106 C -2.22185 -0.52243 4.89092
107 C -3.31628 0.47348 4.56578
108 C 0.35592 0.93500 7.11698
109 H -2.65584 -1.50152 5.09901
110 H -1.55170 -0.66390 4.04198
111 H -3.85252 0.31860 3.62955
112 H -2.94169 1.49790 4.58300
113 H -4.06844 0.43664 5.35972
114 H 1.30238 0.39491 7.07583
115 H -0.12966 0.56835 8.02024
116 H 0.50794 2.00869 7.07132
117 O 6.11913 4.65672 4.75595
118 C 6.28533 3.45899 4.79743
119 O 5.55101 2.52758 4.24074
120 C 4.27302 2.90767 3.73536
121 C 3.34148 1.73625 3.48192
122 C 7.55224 2.86865 5.43676
123 H 4.24502 3.40182 2.75634
124 H 3.81429 3.68447 4.34764
125 H 3.20207 1.49633 2.42856
126 H 2.37372 2.06113 3.86258
127 H 3.68733 0.80767 3.93941
128 H 7.23065 2.14366 6.18889
129 H 8.11914 3.57800 6.03163
130 H 8.09751 2.40260 4.61933
131 O -4.54365 -3.16949 -4.51877
132 C -4.86010 -3.59081 -3.43375
133 O -5.80912 -4.51274 -3.23560
134 C -6.40149 -5.09051 -4.45600
135 C -7.41979 -6.04331 -3.93140
136 C -4.39983 -3.04103 -2.09278
137 H -5.57746 -5.56470 -4.98902
138 H -6.77887 -4.25729 -5.04518
139 H -7.74720 -6.61750 -4.80293
140 H -8.24212 -5.49228 -3.47389
141 H -7.06678 -6.72746 -3.16215
142 H -4.46710 -3.89239 -1.42040
143 H -5.21273 -2.35457 -1.85106
144 H -3.43908 -2.56205 -2.23713

Forces on atoms 1 to 2 (eV/Å):
-0.0738 -1.5338 -1.1049
-0.2892 0.2508 -0.5077

***

Question: Which value of total charge does entry 2 give?
Answer: -2

***

Question: strongest force on any atom of number 2 (C5H3NO6)?
Answer: 4.78 eV/A

***

Repeat the second record exactly.
This record from the OMol25 dataset describes a gas-phase ion, C5H3NO6 (charge -2) at a distorted geometry. The level of theory is ωB97M-V with the def2-TZVPD basis set.

Values from the calculation:
Orbital gap ... 7.90 eV
LUMO level ... 6.625 eV
HOMO energy ... -1.27 eV
Strongest force on any atom ... 4.78 eV/A
SMILES ... N#C[C@](O)(C(=O)[O-])[C@H](O)C(=O)[O-]
Total charge ... -2

Cartesian coordinates (Å):
1 N -1.13327 -2.67443 -0.32450
2 C -0.73622 -1.62183 0.01190
3 C -0.45633 -0.31765 0.42433
4 O -0.17104 -0.15564 1.79574
5 C -1.88563 0.57479 0.04123
6 O -2.19842 0.67053 -1.13045
7 O -2.56855 0.84310 1.02086
8 C 0.65347 0.40649 -0.40594
9 O 0.53525 0.20590 -1.79079
10 C 2.05221 0.18769 0.11013
11 O 2.89857 -0.21828 -0.67276
12 O 2.34417 0.54178 1.28453
13 H 0.72393 -0.04578 1.92565
14 H 0.29624 1.41558 -0.15522
15 H -0.35439 0.18776 -2.13469

Forces on atoms 1 to 2 (eV/Å):
1.0296 2.0116 0.6446
-1.5255 -4.4131 -1.0030